[1]
ORCA calculation (the ωB97M-V functional and the def2-TZVPD basis) on a 5-piece molecular cluster, C16H23N5O6 overall at a distorted geometry.

```
50
Properties=species:S:1:pos:R:3:forces:R:3:mulliken_charge:R:1
O 13.21493 20.57401 34.69100 0.28 -0.97 -0.53 -0.569
C 12.89282 19.57991 35.56854 -0.57 -0.90 1.25 0.459
C 12.11762 19.74692 36.75154 1.17 1.28 -2.24 -0.392
C 11.77778 18.71804 37.58331 0.39 -0.42 0.92 -0.292
C 12.26460 17.42238 37.34499 -0.93 1.56 1.39 0.442
O 12.08296 16.35370 38.21258 0.71 -0.31 -0.77 -0.600
C 13.03460 17.27987 36.23112 -0.04 -2.08 -0.94 -0.419
C 13.29393 18.25956 35.29549 -0.28 2.02 -0.15 -0.652
H 13.13178 21.49915 34.93350 -0.41 -0.04 0.67 0.274
H 11.83890 20.78388 36.86745 -0.51 0.04 0.73 0.318
H 11.26967 18.98401 38.49845 -0.35 -0.26 0.07 0.331
H 11.33387 16.35936 38.81294 -0.16 0.78 -0.29 0.319
H 13.29711 16.25244 36.02642 0.42 -0.12 -0.22 0.337
H 13.74468 18.11429 34.32485 0.36 -0.51 0.15 0.397
O 7.98414 15.59898 35.92126 -1.08 -0.67 -0.15 -0.591
C 7.95446 16.94885 35.69952 -0.10 -0.14 0.81 0.712
C 6.72514 17.61926 35.71049 -0.24 -0.56 -0.39 -0.779
C 6.63509 18.98311 35.52570 -1.53 -0.11 0.67 -0.348
C 7.73077 19.75439 35.48108 4.14 0.71 -0.27 -0.088
O 7.65218 21.11021 35.36513 -1.71 -0.25 -0.12 -0.581
C 8.98400 19.10389 35.48513 0.08 -1.64 -0.64 -0.029
C 9.11203 17.67329 35.57676 -0.51 2.80 -0.43 -0.579
H 8.84415 15.20974 36.09583 0.24 0.60 -0.13 0.305
H 5.78071 17.10557 35.81341 0.16 -0.47 0.07 0.366
H 5.70789 19.53671 35.54188 -0.44 -0.39 -0.08 0.397
H 8.45329 21.63401 35.43899 0.91 -0.12 -0.07 0.325
H 9.89485 19.61424 35.20891 0.00 0.46 0.37 0.422
H 10.08792 17.22287 35.47105 0.07 -0.08 0.15 0.471
N 13.29329 25.29655 37.41562 2.07 1.86 2.16 -0.410
C 12.61771 24.72639 36.46652 2.54 -1.48 -2.72 0.769
N 11.36878 24.64405 36.70247 -5.26 -0.22 0.72 -0.283
O 13.12837 24.23234 35.44689 0.65 -0.19 0.34 -0.816
H 12.72031 25.70397 38.14073 1.03 -0.01 0.27 0.163
H 14.30152 25.33465 37.36954 -0.38 0.35 0.14 0.227
H 10.90475 25.23388 37.37840 0.05 -0.45 -0.09 0.190
H 10.85304 23.89559 36.26210 -0.61 0.16 -0.48 0.105
N 11.52342 23.08106 33.57782 4.81 2.23 0.19 -0.186
C 10.30624 22.81230 33.88557 -0.25 -1.13 -0.70 0.840
N 9.77465 22.37932 32.79331 -3.61 -1.50 -3.03 -0.247
O 9.84051 22.83975 34.98337 -1.77 -0.14 4.15 -0.841
H 11.60365 23.41287 32.62726 1.10 0.17 0.45 0.174
H 12.05574 23.51367 34.31915 0.76 0.68 -0.19 0.129
H 8.86305 21.94580 32.75944 0.12 0.45 -0.30 0.245
H 10.31506 22.71088 32.00711 -1.47 -0.97 -0.73 0.039
C 11.03689 24.76408 27.89464 -0.30 0.66 -1.94 -0.825
C 10.68714 24.41815 29.19863 -2.19 -1.49 8.37 0.416
N 10.33017 24.18769 30.32848 2.05 1.03 -5.87 -0.462
H 10.66527 23.95971 27.25983 0.56 -0.02 -0.37 0.265
H 12.08489 25.03595 27.76865 -0.07 -0.38 -0.06 0.279
H 10.42948 25.63162 27.63673 0.08 0.19 -0.14 0.275
```
Forces are in eV/Å.

The SMILES is Oc1ccc(O)cc1.Oc1ccc(O)cc1.NC(N)=O.NC(N)=O.CC#N. The value obtained for the energy above the lowest of the compared OMol25 structures with the same formula, charge and spin is 0.00 kcal/mol. As for the net charge: 0. The value obtained for the orbital gap is 7.9 eV. The value obtained for the HOMO energy is -7.46 eV.


[2]
ORCA calculation (the ωB97M-V functional and the def2-TZVPD basis) on C16H23N6O2PtS2 as an isolated structure.

```
50
Properties=species:S:1:pos:R:3:forces:R:3:mulliken_charge:R:1
Pt 1.25801 -0.22787 -1.19311 -0.17 -0.20 0.13 0.682
C 3.62333 0.87239 0.86286 0.07 0.04 0.08 -0.692
C 4.03885 -0.25384 -0.08455 0.02 -0.03 -0.03 -0.708
N 3.33478 -0.30819 -1.40385 0.01 0.10 0.03 -0.305
C 3.79378 0.69520 -2.40707 0.02 -0.04 0.02 -0.684
C 3.22513 2.07793 -2.15481 -0.02 -0.01 0.03 -0.652
S 1.46305 1.98363 -1.65853 -0.05 0.08 -0.03 -0.174
C 1.47340 2.88202 -0.06915 0.01 -0.02 0.04 -0.815
C 1.44940 2.05590 1.22403 -0.01 0.06 0.07 -0.504
N 2.21733 0.82827 1.19614 -0.01 -0.05 -0.18 -0.063
H 3.86348 1.84574 0.43910 0.00 0.00 -0.02 0.190
H 4.27241 0.77849 1.74150 -0.02 0.01 0.00 0.431
H 3.82911 -1.20631 0.40489 0.00 0.00 0.00 0.372
H 5.11716 -0.19872 -0.26275 0.00 -0.01 -0.02 0.440
H 3.57948 -1.21007 -1.80237 -0.08 -0.02 0.00 0.357
H 3.45150 0.33127 -3.37454 0.01 0.00 0.00 0.425
H 4.88658 0.73299 -2.41995 0.00 0.00 -0.01 0.365
H 3.26569 2.66398 -3.07112 0.01 -0.01 -0.01 0.500
H 3.77981 2.62033 -1.39522 -0.01 0.02 0.00 0.348
H 0.57516 3.49509 -0.10169 0.01 0.01 0.02 0.482
H 2.33235 3.55104 -0.11660 0.01 -0.01 -0.01 0.630
H 0.41758 1.77555 1.43455 -0.01 -0.01 -0.04 0.076
H 1.76923 2.74783 2.01642 -0.02 0.00 0.00 0.330
H 2.00277 0.23043 1.97895 0.03 0.03 0.03 0.273
N -5.83368 -0.34814 3.29973 -0.01 0.03 -0.01 -0.521
C -4.94965 -0.09351 2.28096 0.02 -0.01 -0.01 1.047
C -3.84627 0.74657 2.48938 0.00 0.00 0.00 -0.869
C -2.93837 0.96698 1.47719 0.01 0.00 0.00 -0.394
C -3.11034 0.34960 0.24266 0.00 -0.02 -0.01 -0.076
C -4.20558 -0.47787 0.01613 0.02 0.01 0.03 -0.373
C -5.11448 -0.69844 1.02773 -0.01 0.00 -0.01 -0.768
S -1.97616 0.65124 -1.04460 0.02 0.03 0.08 1.293
O -2.60443 0.36654 -2.29579 0.02 0.02 -0.05 -0.752
O -1.33697 1.92443 -0.81465 -0.02 0.03 -0.05 -0.682
N -0.72449 -0.40394 -0.80302 0.09 0.01 -0.06 -0.287
C -0.76183 -1.75502 -0.83187 0.00 -0.04 -0.01 0.495
N -1.80812 -2.55487 -0.74672 -0.03 0.00 0.00 -0.378
C -1.53260 -3.85604 -0.75962 -0.03 0.02 0.01 -0.160
C -0.24713 -4.37717 -0.86233 0.04 0.02 -0.01 -0.829
C 0.78934 -3.47012 -0.97186 -0.06 -0.06 -0.01 0.151
N 0.53251 -2.16970 -0.95280 0.12 0.05 0.01 -0.354
H -5.84852 0.29116 4.07559 0.00 -0.01 0.01 0.225
H -6.73368 -0.72190 3.05198 0.00 -0.01 0.00 0.226
H -3.71926 1.23463 3.44770 0.00 0.00 0.00 0.294
H -2.10806 1.64399 1.62704 0.01 -0.01 0.01 0.393
H -4.33807 -0.93547 -0.95315 0.01 -0.01 -0.02 0.472
H -5.97074 -1.33810 0.85338 0.00 0.00 0.00 0.297
H -2.38660 -4.51969 -0.68677 0.00 0.00 0.00 0.441
H -0.06784 -5.44054 -0.86977 0.01 0.00 0.00 0.393
H 1.82165 -3.77768 -1.07966 0.00 0.00 0.01 0.414
```
Forces are in eV/Å.

The value obtained for the energy above the lowest of the compared OMol25 structures with the same formula, charge and spin is 0.00 kcal/mol. As for the net charge: +1. The value obtained for the orbital gap is 7.9 eV. The value obtained for the HOMO energy is -10.42 eV.


[3]
ORCA calculation (the ωB97M-V functional and the def2-TZVPD basis) on one molecule with the formula C16H23NO5S at a distorted geometry.

```
46
Properties=species:S:1:pos:R:3:forces:R:3:mulliken_charge:R:1
C 4.91203 2.38661 0.21467 0.06 0.08 -0.20 -0.994
C 5.46596 1.46695 -0.86684 -0.08 0.23 0.12 -0.373
C 5.42024 0.00520 -0.46571 -0.77 -0.22 -0.35 -0.772
S 3.78155 -0.71691 -0.79141 0.75 0.04 0.48 1.164
O 3.31252 -0.25620 -2.06562 -0.19 0.34 -0.06 -0.695
O 3.90798 -2.13764 -0.59569 0.06 0.02 0.21 -0.695
N 2.82692 -0.02128 0.40567 0.65 -0.54 -0.97 0.163
C 2.75407 -0.75972 1.65311 0.18 -0.19 0.64 -1.052
C 1.38843 -1.43372 1.84085 0.06 -0.04 -0.19 -0.673
C 0.86505 -1.85620 0.47242 -0.09 -0.04 0.13 -1.080
C 0.53795 -0.59845 -0.35982 -0.12 0.10 0.04 1.023
C -0.85860 -0.13617 0.01045 0.61 0.20 0.22 -0.128
O -1.11517 0.63027 0.90217 -0.08 -0.04 -0.05 -0.572
O -1.76120 -0.74479 -0.76470 -0.40 -0.26 -0.43 -0.256
C -3.12773 -0.52248 -0.60205 -0.39 0.12 0.19 0.150
C -3.96216 -1.62852 -0.72457 0.31 0.23 0.03 -0.540
C -5.32585 -1.47334 -0.62232 -0.21 0.21 0.04 -0.508
C -5.88187 -0.21216 -0.39221 0.22 -0.12 -0.03 0.752
O -7.23782 -0.17015 -0.30304 0.09 -0.24 -0.04 -0.448
C -7.86030 1.07140 -0.07323 -0.08 0.16 0.03 -0.828
C -5.03930 0.88749 -0.27639 -0.34 -0.02 -0.01 -0.384
C -3.66676 0.73301 -0.38432 0.32 -0.18 -0.10 -0.523
C 1.56318 0.50702 -0.05070 -0.45 0.33 -0.39 -1.748
H 5.51374 2.31526 1.11855 0.03 0.02 0.14 0.290
H 4.92940 3.41893 -0.12575 0.00 0.12 0.03 0.362
H 3.88943 2.11478 0.45619 -0.04 0.10 0.09 0.183
H 4.88280 1.57543 -1.78303 0.17 0.09 -0.08 0.288
H 6.49774 1.75090 -1.08806 -0.04 -0.10 -0.05 0.364
H 5.61530 -0.15072 0.59104 0.07 -0.10 0.16 0.367
H 6.09953 -0.60487 -1.05606 -0.01 -0.14 -0.02 0.454
H 3.53897 -1.51675 1.61292 -0.08 0.02 0.25 0.538
H 2.96512 -0.07151 2.47994 0.02 -0.09 -0.04 0.382
H 1.49625 -2.29850 2.49517 -0.01 0.05 0.06 0.410
H 0.68120 -0.74103 2.30065 0.00 -0.04 0.09 0.344
H 1.63619 -2.43276 -0.04160 -0.15 -0.06 0.00 0.385
H -0.02473 -2.48053 0.56865 0.04 -0.05 -0.05 0.547
H 0.55342 -0.85728 -1.42014 -0.03 0.06 0.07 0.567
H -3.52718 -2.59909 -0.90320 0.05 -0.12 -0.02 0.418
H -5.98962 -2.31780 -0.71471 -0.07 -0.11 -0.02 0.414
H -7.54596 1.50820 0.87991 0.00 0.00 -0.04 0.334
H -7.65701 1.77895 -0.88334 0.01 -0.02 0.03 0.339
H -8.92827 0.86241 -0.03826 0.07 0.07 0.01 0.231
H -5.43374 1.87591 -0.10405 -0.07 0.08 0.02 0.360
H -3.02344 1.59303 -0.29380 0.02 0.03 0.02 0.418
H 1.76564 1.09628 -0.94435 -0.21 0.11 0.11 0.486
H 1.16608 1.16055 0.73257 0.11 -0.05 -0.09 0.537
```
Forces are in eV/Å.

The SMILES is CCCS(=O)(=O)N1CCC[C@@H](C(=O)Oc2ccc(OC)cc2)C1. The value obtained for the energy above the lowest of the compared OMol25 structures with the same formula, charge and spin is 13.19 kcal/mol. As for the net charge: 0. The value obtained for the orbital gap is 9.2 eV. The value obtained for the HOMO energy is -8.45 eV.


[4]
ORCA calculation (the ωB97M-V functional and the def2-TZVPD basis) on C16H23O2V as an isolated structure at a distorted geometry.

```
42
Properties=species:S:1:pos:R:3:forces:R:3:mulliken_charge:R:1
V 0.12839 -0.03298 0.17286 -0.42 0.59 -1.84 1.068
C 0.70100 -1.82796 1.60858 0.71 -1.16 0.66 -0.103
C -0.72647 -1.82676 1.63206 -0.78 -1.32 0.56 -0.032
C -1.22089 -2.09842 0.34638 3.16 -0.69 -0.55 -0.996
H -1.45089 -1.58789 2.44296 1.13 -0.15 -0.54 0.273
C -0.04817 -2.30248 -0.52985 0.46 -0.26 2.98 -0.391
C 1.16499 -2.11547 0.30181 -3.89 -1.06 -0.55 -1.011
H 2.17494 -2.26511 0.00691 0.50 0.08 -0.25 0.529
H 1.44768 -1.62173 2.40595 -1.08 0.00 -0.47 0.281
H -2.24807 -2.16962 0.07388 -0.39 0.16 -0.30 0.511
H -0.05843 -2.74407 -1.49608 -0.05 0.41 -0.81 0.533
C 1.43441 1.73127 0.78252 1.98 0.13 -2.49 -0.544
C 2.28021 0.59834 0.42188 -0.81 1.79 -0.41 -0.443
C 2.10377 0.33854 -0.99483 -0.50 2.23 0.09 -0.842
H 2.95695 0.08865 1.09331 -0.25 -0.14 0.01 0.473
C 1.19406 1.33425 -1.50022 1.84 -0.15 0.51 0.174
C 0.78149 2.18817 -0.42333 1.09 -0.73 0.76 -0.620
H 0.15510 3.07526 -0.49017 -0.02 -0.42 -0.04 0.377
H 1.40171 2.24259 1.73169 -0.16 -0.34 -0.03 0.421
H 2.64246 -0.38897 -1.59047 -0.32 0.00 0.12 0.435
H 0.99222 1.49004 -2.55843 -0.51 -0.45 0.37 0.308
O -1.05188 0.03688 -1.40247 -0.82 0.13 0.22 0.677
C -0.78169 0.28183 -4.42538 0.77 0.32 1.22 0.918
C -2.00308 0.47402 -3.63529 0.69 0.05 0.15 -1.643
C -0.29484 -1.07873 -4.68033 0.05 0.47 0.38 -1.635
C -0.14751 1.43702 -5.09284 -0.12 -0.60 0.72 -2.213
C -1.78624 0.95671 -2.16326 0.51 -0.29 0.29 -1.358
H -2.57787 -0.46839 -3.60640 -0.16 0.11 0.12 0.141
H -2.61103 1.25128 -4.13857 -0.59 0.24 0.10 0.517
H -1.24998 1.92800 -2.18926 -0.24 0.01 -0.19 0.277
H -2.77917 1.14632 -1.70689 -0.06 0.04 0.06 0.332
H -0.79173 -1.51282 -5.56451 -0.20 -0.81 -0.78 0.539
H -0.49754 -1.73831 -3.82348 0.10 0.00 -0.24 0.125
H 0.78530 -1.08732 -4.88276 0.03 -0.18 -0.02 0.231
H -0.58228 1.61089 -6.09132 -0.24 0.52 -1.08 0.954
H 0.92801 1.26759 -5.24869 0.01 0.16 -0.02 0.196
H -0.27418 2.36884 -4.52100 0.09 -0.06 -0.19 0.237
C -0.00201 0.21258 3.44323 -0.62 0.82 -1.71 -1.137
O -0.07428 0.51022 2.04184 -1.02 0.03 3.36 -0.471
H 0.00853 -0.83119 3.83544 0.06 0.10 -0.82 0.404
H -0.92366 0.64002 3.86478 0.29 0.23 0.54 0.265
H 0.90998 0.67023 3.87003 -0.20 0.22 0.11 0.243
```
Forces are in eV/Å.

As for the spin multiplicity: 3. The value obtained for the energy above the lowest of the compared OMol25 structures with the same formula, charge and spin is 19.46 kcal/mol. As for the net charge: -2. The value obtained for the orbital gap (spin up / spin down) is 2.5 / 2.4 eV. The value obtained for the HOMO energy (spin up / spin down) is 2.52 / 2.53 eV.